8
Properties=species:S:1:pos:R:3:forces:R:3:lowdin_charge:R:1 method="wB97M-V/def2-TZVPD" de_lowest_ev=3.299 gap_ev=8.352 energy_ev=-6693.19260 e_lumo_ev=-0.163
O 0.3203 -1.2045 0.9891 -0.207 0.339 -0.455 -0.047
C 0.8420 -0.7292 -0.0220 0.003 0.003 -0.408 -0.425
C 0.4257 0.2658 -0.9174 -1.301 1.296 1.063 -0.069
N -0.8727 0.9720 -0.2877 1.334 -1.542 0.349 0.086
C -1.5408 0.6109 0.5959 0.870 -0.214 -0.483 0.156
H 1.7758 -1.1187 -0.5017 -0.061 -0.234 0.633 0.120
H 1.1892 0.9588 -1.2756 -0.716 -0.012 -0.253 0.065
H -2.1395 0.2449 1.4194 0.078 0.364 -0.445 0.114